Molecular formula: C24H68N4O10
Method: DFT, ωB97M-V/def2-TZVPD

Summary:
Spin multiplicity: 2
Net charge: +1
Gap between HOMO and LUMO (spin up / spin down): 8.12 / 1.89 eV
HOMO level (spin up / spin down): -11.2 / -11.2 eV
LUMO level (spin up / spin down): -0.1117 / -0.3405 Eh

Geometry as XYZ:
```
106
C24H68N4O10 (ωB97M-V/def2-TZVPD)
C -0.124 -4.689 -1.159
O -0.304 -5.872 -1.136
N -0.972 -3.720 -0.997
N 1.084 -4.289 -1.531
H -1.953 -3.958 -1.022
H -0.577 -2.830 -0.729
H 1.276 -3.329 -1.782
H 1.828 -4.967 -1.616
C 3.989 2.283 -2.352
O 4.373 3.412 -2.072
N 4.640 1.197 -2.079
N 3.033 2.097 -3.174
H 4.328 0.329 -2.489
H 5.437 1.166 -1.459
H 2.600 1.187 -3.234
H 2.536 2.923 -3.474
C 0.492 -3.453 3.118
C 0.650 -2.072 3.789
O 0.907 -1.211 2.656
H 1.220 -3.679 2.338
H -0.474 -3.425 2.614
H 0.510 -4.316 3.782
H 1.475 -2.047 4.501
H -0.252 -1.856 4.363
H 1.505 -0.496 2.884
C -3.847 1.909 2.976
C -2.551 2.085 2.140
O -2.921 2.800 1.005
H -4.690 1.449 2.461
H -4.119 2.815 3.518
H -3.698 1.292 3.862
H -2.110 1.173 1.738
H -1.828 2.585 2.784
H -3.502 2.158 0.590
C -3.887 0.761 -1.802
C -5.163 0.109 -1.264
C -5.288 -1.416 -1.479
O -5.006 0.365 0.115
H -3.789 1.842 -1.703
H -3.667 0.505 -2.839
H -3.041 0.266 -1.325
H -6.052 0.523 -1.739
H -5.894 -2.020 -0.803
H -4.341 -1.942 -1.364
H -5.533 -1.626 -2.520
H -4.846 -0.453 0.592
C 0.187 -0.529 -2.427
C 0.700 -0.418 -1.003
C 0.422 0.905 -0.302
O 0.054 -1.314 -0.130
H -0.871 -0.270 -2.371
H 0.268 -1.552 -2.794
H 0.679 0.113 -3.159
H 1.781 -0.544 -1.055
H -0.637 1.151 -0.218
H 0.812 1.690 -0.950
H 0.845 1.037 0.693
H 0.436 -1.364 0.749
C 4.316 0.075 4.743
C 3.828 0.921 3.516
C 4.072 0.212 2.174
O 2.456 1.205 3.585
H 4.015 0.602 5.649
H 5.384 -0.141 4.716
H 3.896 -0.930 4.783
H 4.385 1.858 3.508
H 3.522 -0.729 2.200
H 5.142 0.027 2.079
H 3.750 0.798 1.314
H 2.253 1.890 2.944
C 0.487 5.192 -2.158
C -0.278 5.102 -0.831
C -1.013 6.347 -0.349
O -1.370 4.155 -0.978
H -0.064 5.611 -3.000
H 0.863 4.233 -2.512
H 1.321 5.855 -1.927
H 0.398 4.740 -0.055
H -0.219 7.064 -0.136
H -1.452 6.241 0.643
H -1.758 6.792 -1.009
H -1.379 3.651 -0.162
C 4.503 -0.854 -5.398
C 3.289 -1.120 -4.551
C 2.300 -2.194 -4.936
O 3.635 -1.298 -3.201
H 4.934 0.070 -5.012
H 4.334 -0.790 -6.473
H 5.180 -1.687 -5.216
H 2.774 -0.160 -4.519
H 1.632 -2.560 -4.157
H 2.830 -3.046 -5.361
H 1.668 -1.864 -5.760
H 4.068 -2.141 -3.045
C -3.226 -2.848 4.118
C -3.516 -1.731 3.167
C -2.776 -1.941 1.820
O -4.861 -1.479 2.935
H -3.802 -2.769 5.040
H -2.219 -3.022 4.498
H -3.561 -3.849 3.846
H -3.130 -0.802 3.584
H -1.779 -1.519 1.948
H -3.129 -1.367 0.963
H -2.610 -2.954 1.453
H -5.221 -1.314 3.810
```

Atom charges from the Mulliken analysis, given in e for atoms 1 to 5:
1 C 0.607
2 O -0.576
3 N 0.136
4 N 0.025
5 H 0.248

---

Molecular formula: C18H19BeN4O7
Method: DFT, ωB97M-V/def2-TZVPD

Summary:
Spin multiplicity: 1
Net charge: -1
Gap between HOMO and LUMO: 8.21 eV
HOMO level: -5.7 eV
LUMO level: 0.0930 Eh

Geometry as XYZ:
```
49
C18H19BeN4O7 (ωB97M-V/def2-TZVPD)
Be -0.171 0.712 1.172
O 2.516 -1.491 1.908
C 1.546 -0.764 1.839
O 1.270 0.075 0.884
C 0.416 -0.750 2.932
O 0.489 -1.387 3.960
O -0.561 0.024 2.559
O -1.329 0.551 -0.061
N -1.740 1.684 -0.468
N -1.160 2.636 0.151
O -0.267 2.363 1.078
C -1.463 3.993 -0.152
C -0.813 4.982 0.569
C -1.089 6.312 0.286
C -2.000 6.648 -0.704
C -2.643 5.642 -1.415
C -2.380 4.310 -1.148
H -0.110 4.691 1.334
H -0.585 7.088 0.847
H -2.209 7.687 -0.922
H -3.357 5.895 -2.189
H -2.873 3.519 -1.693
C 4.074 -5.127 -3.372
C 4.595 -4.736 -1.996
N 3.557 -4.169 -1.144
C 3.693 -2.763 -0.762
C 3.404 -1.804 -1.907
C 2.699 -5.044 -0.556
O 2.816 -6.258 -0.693
C 1.561 -4.463 0.226
C 1.400 -4.749 1.572
C 0.337 -4.181 2.245
C -0.548 -3.380 1.536
N -0.433 -3.124 0.233
C 0.617 -3.652 -0.391
H 4.878 -5.541 -3.984
H 3.659 -4.259 -3.886
H 3.294 -5.881 -3.271
H 5.380 -3.984 -2.088
H 5.018 -5.612 -1.500
H 4.717 -2.615 -0.405
H 3.047 -2.540 0.082
H 4.075 -1.968 -2.754
H 3.525 -0.778 -1.559
H 2.376 -1.917 -2.253
H 2.118 -5.380 2.081
H 0.203 -4.317 3.308
H -1.375 -2.898 2.045
H 0.715 -3.419 -1.447
```

Atom charges from the Mulliken analysis, given in e for atoms 1 to 5:
1 Be 0.083
2 O -0.692
3 C 0.811
4 O -0.488
5 C 0.564

---

Molecular formula: C4H26NO11S
Method: DFT, ωB97M-V/def2-TZVPD

Summary:
Spin multiplicity: 2
Net charge: -2
Gap between HOMO and LUMO (spin up / spin down): 1.99 / 7.79 eV
HOMO level (spin up / spin down): 2.2 / -3.6 eV
Energy above the lowest of the compared OMol25 structures with the same formula, charge and spin: 0.000 eV
LUMO level (spin up / spin down): 0.1534 / 0.1543 Eh

Geometry as XYZ:
```
43
C4H26NO11S (ωB97M-V/def2-TZVPD)
O 3.000 1.095 -0.019
C 1.821 0.741 -0.085
N 1.262 0.558 -1.324
C -0.075 -0.034 -1.672
O 0.081 -1.110 -2.468
C 0.965 0.630 1.158
C 1.843 0.560 2.402
S 0.881 0.221 3.928
H 1.916 0.434 -2.085
H -0.608 0.767 -2.235
H -0.600 -0.228 -0.729
H 0.285 1.480 1.240
H 0.327 -0.249 1.076
H 2.572 -0.240 2.253
H 2.429 1.457 2.562
H 0.030 -0.648 3.412
H -2.601 -2.204 -2.736
H -1.591 -1.142 -3.076
O -2.585 -1.268 -3.005
H 0.783 4.175 0.664
H -0.676 3.795 0.906
O 0.007 4.399 1.219
H -1.329 2.406 -0.878
H -2.553 1.563 -0.461
O -2.169 2.467 -0.401
H 1.129 -2.161 -1.660
H 2.326 -1.908 -0.743
O 1.748 -2.631 -1.010
H -1.075 -3.768 -1.276
H -0.671 -2.789 -2.412
O -1.271 -3.556 -2.224
H -2.897 -0.509 -1.670
H -4.144 0.133 -0.844
O -3.191 -0.076 -0.783
H 1.962 2.986 -1.007
H 2.846 3.288 0.138
O 2.151 3.705 -0.408
H 0.484 -3.229 0.101
H -0.817 -2.683 0.796
O -0.347 -3.517 0.547
H -2.488 -0.976 0.568
H -2.793 -2.061 1.604
O -2.082 -1.460 1.335
```

Atom charges from the Mulliken analysis, given in e for atoms 1 to 5:
1 O -0.779
2 C 0.081
3 N 0.309
4 C 0.006
5 O -1.230

---

Electronic energy
In order: -1926.24200 -1457.99891 -1448.63765
Unit: Ha